1:
{
  "formula": "C21H23N3O3",
  "method": "wB97M-V/def2-TZVPD",
  "symbols": ["O", "O", "O", "N", "N", "N", "C", "C", "C", "C", "C", "C", "C", "C", "C", "C", "C", "C", "C", "C", "C", "C", "C", "C", "C", "C", "C", "H", "H", "H", "H", "H", "H", "H", "H", "H", "H", "H", "H", "H", "H", "H", "H", "H", "H", "H", "H", "H", "H", "H"],
  "positions_angstrom": [[0.3238, -0.9626, -1.9585], [-0.4407, -1.1256, -4.6595], [0.5614, 2.7088, 0.6509], [0.4481, 0.7069, 1.7200], [-3.8326, -2.2775, -4.7160], [0.3579, -0.5877, -0.6662], [0.3710, 0.1260, -2.7409], [3.7413, -0.5015, 4.0967], [-0.7460, -0.7828, 4.0789], [5.3538, -0.1010, 5.9847], [-2.4817, -0.0166, -3.8608], [-2.5288, -2.1839, -4.8526], [0.3578, -0.0521, -4.2278], [-0.7281, 0.7273, 3.8714], [0.4898, 1.4958, 0.6330], [0.4411, 1.2424, -1.9547], [0.4947, 1.2148, 3.0706], [-1.7876, -1.0724, -4.4418], [-3.8551, -0.1259, -3.7208], [1.7796, 0.8589, 3.7862], [-5.9849, -1.4402, -4.0283], [3.2911, 1.2789, 5.6158], [-4.5031, -1.2751, -4.1597], [2.1479, 1.5929, 4.9082], [2.5935, -0.1912, 3.3873], [4.1056, 0.2231, 5.2220], [0.4316, 0.7228, -0.6370], [-6.2841, -1.3697, -2.9840], [-6.5045, -0.6599, -4.5821], [0.4919, 2.2710, -2.2395], [2.3436, -0.7749, 2.5139], [-1.6334, 1.0376, 3.3456], [-0.8505, -1.3111, 3.1340], [5.7081, -1.1007, 5.7459], [1.3667, -0.3068, -4.5724], [5.1784, -0.0352, 7.0567], [0.0551, 0.8938, -4.6981], [4.3611, -1.3237, 3.7680], [0.1708, -1.1118, 4.5631], [3.5597, 1.8615, 6.4856], [6.1411, 0.6095, 5.7313], [-1.5864, -1.0595, 4.7110], [0.3738, -0.2882, 1.5747], [-6.2750, -2.4102, -4.4199], [-0.7154, 1.2229, 4.8432], [-1.9789, 0.8752, -3.5172], [1.5320, 2.4219, 5.2267], [-4.4176, 0.6786, -3.2710], [-2.0250, -3.0239, -5.3094], [0.4391, 2.3064, 2.9743]],
  "mulliken_charge": [-0.20, -0.47, -0.71, -0.08, -0.54, -0.40, 0.28, -0.94, -1.20, -1.42, 0.05, -0.17, -0.52, -0.56, 0.13, -0.61, -0.74, 0.42, -0.97, 0.21, -1.17, -0.74, 0.48, -0.49, -0.04, 0.93, 0.77, 0.31, 0.31, 0.48, 0.32, 0.44, 0.29, 0.35, 0.29, 0.37, 0.37, 0.33, 0.29, 0.38, 0.28, 0.42, 0.53, 0.32, 0.42, 0.47, 0.42, 0.38, 0.42, 0.49],
  "lumo_energy_ev": 0.67,
  "smiles": "CC[C@H](NC(=O)c1cc(COc2ccc(C)nc2)on1)c1ccc(C)cc1",
  "charge": 0,
  "homo_ev": -8.78
}


2:
{
  "formula": "C21H23N3O3",
  "method": "wB97M-V/def2-TZVPD",
  "symbols": ["O", "O", "O", "N", "N", "N", "C", "C", "C", "C", "C", "C", "C", "C", "C", "C", "C", "C", "C", "C", "C", "C", "C", "C", "C", "C", "C", "H", "H", "H", "H", "H", "H", "H", "H", "H", "H", "H", "H", "H", "H", "H", "H", "H", "H", "H", "H", "H", "H", "H"],
  "positions_angstrom": [[-1.0233, -3.3198, 2.3475], [0.1807, 3.5446, 0.6884], [-1.3715, 0.1404, 1.3271], [-0.1377, -1.2005, -0.8909], [0.7053, 1.4517, -0.0782], [0.3581, -2.1446, -0.0808], [0.6190, -1.8358, 1.2967], [4.1588, 0.3657, -0.6459], [-0.6414, -1.9775, 2.1803], [-0.8789, -0.9982, -3.2184], [-3.5039, 0.6684, 0.2776], [-2.1665, 0.9327, 0.5491], [-3.6862, 2.7150, -0.9709], [-4.2511, 1.5505, -0.4856], [0.4760, -3.3322, -0.7212], [-1.5842, 2.0993, 0.0345], [-0.1460, 2.4504, 0.2756], [4.2156, 2.3867, 0.6308], [-1.8149, -1.1612, 1.6154], [-2.3576, 2.9876, -0.6974], [0.0313, -3.1230, -2.0109], [4.8854, 1.3491, 0.0053], [1.0464, -4.5497, -0.0876], [2.7793, 0.4195, -0.6681], [-0.3428, -1.7697, -2.0669], [2.0997, 1.4611, -0.0342], [2.8342, 2.4495, 0.6174], [0.6155, -4.7371, 0.8943], [-4.2751, 3.4064, -1.5534], [2.3191, 3.2616, 1.1015], [0.9650, -0.8031, 1.3577], [5.9642, 1.3073, 0.0206], [-1.2752, -0.0467, -2.8720], [4.7741, 3.1595, 1.1382], [0.2908, 0.5906, -0.4500], [-0.3882, -1.6170, 3.1813], [4.6698, -0.4464, -1.1432], [-1.3526, -3.6582, 1.5048], [2.2163, -0.3414, -1.1877], [-2.1788, -1.6486, 0.6974], [-2.6296, -1.1545, 2.3526], [0.8609, -5.4106, -0.7243], [-0.0885, -0.8055, -3.9437], [2.1253, -4.4401, 0.0323], [-1.6667, -1.5593, -3.7173], [-1.8937, 3.8936, -1.0571], [-0.0138, -3.8407, -2.8041], [-3.9803, -0.2172, 0.6682], [-5.2876, 1.3240, -0.6878], [1.3934, -2.5046, 1.6764]],
  "mulliken_charge": [-0.63, -0.68, -0.31, -0.05, 0.27, 0.83, -0.97, -0.79, -0.15, -1.50, -0.72, 1.13, -0.71, -0.68, 0.85, 0.43, 0.40, -0.67, -1.14, -0.72, -1.23, -0.44, -1.57, 0.18, 0.32, 0.25, -0.55, 0.33, 0.41, 0.49, 0.27, 0.39, 0.25, 0.38, 0.02, 0.55, 0.40, 0.43, 0.41, 0.49, 0.53, 0.39, 0.29, 0.28, 0.41, 0.48, 0.53, 0.39, 0.41, 0.35],
  "lumo_energy_ev": 0.49,
  "smiles": "Cc1cc(C)n(C[C@H](O)COc2ccccc2C(=O)Nc2ccccc2)n1",
  "charge": 0,
  "homo_ev": -8.10
}


2 ends up most stable, edging out the next structure by 1.412 eV.


1:
{
  "formula": "C5H6N2O",
  "method": "wB97M-V/def2-TZVPD",
  "symbols": ["O", "N", "N", "C", "C", "C", "C", "C", "H", "H", "H", "H", "H", "H"],
  "positions_angstrom": [[-1.4291, 0.2856, 0.6617], [0.6607, -0.6439, -1.6577], [0.6491, -1.8436, -1.1619], [-0.5069, 1.2590, -0.1487], [-0.5843, -0.7633, 0.2057], [-0.2025, -2.1480, -0.0150], [0.3567, 1.8121, 1.0192], [-0.0510, 0.0372, -0.7356], [0.7399, 2.8430, 0.4568], [-1.0830, 2.0971, -0.7095], [0.9841, 0.8799, 1.3917], [-0.1279, -3.2797, 0.3170], [1.1453, -2.5730, -1.5827], [-0.5509, 2.0376, 1.9589]],
  "mulliken_charge": [-0.46, -0.86, 0.33, 0.12, 0.56, -0.83, -0.80, 0.33, 0.30, 0.37, 0.27, 0.30, 0.18, 0.20],
  "lumo_energy_ev": 1.00,
  "smiles": "C[C@@H]1Oc2c[nH]nc21",
  "charge": 0,
  "homo_ev": -8.60
}


2:
{
  "formula": "C5H6N2O",
  "method": "wB97M-V/def2-TZVPD",
  "symbols": ["O", "N", "N", "C", "C", "C", "C", "C", "H", "H", "H", "H", "H", "H"],
  "positions_angstrom": [[-1.9807, -1.5224, -0.7596], [0.9357, -1.4845, 0.3163], [0.7794, 0.5380, -0.5661], [-2.1601, 0.5305, 0.4121], [-1.4142, -0.5599, -0.1805], [2.0895, 0.3706, -0.3415], [2.2085, -0.9351, 0.2082], [0.1409, -0.4941, -0.1774], [-2.4072, 1.4405, -0.0317], [0.2364, 1.5107, -0.9561], [-1.4873, 0.9735, 1.4624], [3.0062, 1.0870, -0.7770], [-3.2493, 0.1883, 0.8491], [3.3023, -1.6431, 0.5418]],
  "mulliken_charge": [-0.52, -0.56, -0.06, -1.05, 0.63, -0.31, -0.07, 0.20, 0.36, 0.37, 0.27, 0.24, 0.27, 0.24],
  "lumo_energy_ev": 0.21,
  "charge": 0,
  "homo_ev": -8.93
}


3:
{
  "formula": "C5H6N2O",
  "method": "wB97M-V/def2-TZVPD",
  "symbols": ["O", "N", "N", "C", "C", "C", "C", "C", "H", "H", "H", "H", "H", "H"],
  "positions_angstrom": [[-1.4787, -0.4591, 1.0907], [-3.3376, -0.3405, -0.5965], [2.8762, -1.4481, 0.0391], [-0.8436, -0.2638, -0.1867], [1.8508, -0.7647, -0.0419], [1.3610, 0.5805, 0.2783], [0.0390, 0.9423, -0.4621], [-2.2218, -0.3034, -0.0682], [2.0675, 1.3952, 0.1896], [-0.0899, 1.2249, -1.5098], [1.1279, 0.3187, 1.2644], [3.0586, -2.4239, 0.0043], [-0.3388, 1.8862, -0.1138], [-4.0706, -0.3443, 0.1126]],
  "mulliken_charge": [-0.40, -0.62, -0.49, -0.14, 0.12, -0.47, -0.52, 0.67, 0.39, 0.35, 0.20, 0.27, 0.36, 0.27],
  "lumo_energy_ev": [0.24, -0.41],
  "charge": 0,
  "homo_ev": [-8.81, -7.29]
}


2 ends up most stable, edging out the next structure by 2.502 eV.


1:
{
  "formula": "C5H6N2O",
  "method": "wB97M-V/def2-TZVPD",
  "symbols": ["O", "N", "N", "C", "C", "C", "C", "C", "H", "H", "H", "H", "H", "H"],
  "positions_angstrom": [[-0.7923, 1.2943, -0.2537], [0.2724, -0.6088, -0.1220], [1.4988, -1.0983, -0.1015], [0.3007, 0.7030, 0.0175], [1.5603, 1.2412, -0.0167], [2.3600, -0.0629, -0.0823], [-1.8307, 0.2522, 0.0468], [-1.0744, -1.1661, -0.0288], [-2.2322, 0.4259, 1.1045], [-1.3693, -1.5641, -1.1314], [3.5190, -0.3291, 0.1810], [1.7323, 2.2005, 0.2132], [-2.5961, 0.5630, -0.6092], [-1.3484, -1.8506, 0.7826]],
  "mulliken_charge": [-0.39, 0.95, -1.12, 0.38, -0.81, -0.12, -0.35, -0.36, 0.21, 0.27, 0.30, 0.46, 0.29, 0.31],
  "lumo_energy_ev": 0.77,
  "smiles": "c1cc2n(n1)CCO2",
  "charge": 0,
  "homo_ev": -8.41
}


2:
{
  "formula": "C5H6N2O",
  "method": "wB97M-V/def2-TZVPD",
  "symbols": ["O", "N", "N", "C", "C", "C", "C", "C", "H", "H", "H", "H", "H", "H"],
  "positions_angstrom": [[-1.7069, -0.9771, 0.0185], [-0.5759, -0.1207, -2.3155], [1.3998, 0.6178, -1.0153], [-0.0371, 0.2927, 2.6568], [0.2061, 0.2841, 1.0762], [0.2872, -0.0264, -1.1714], [1.3246, 0.6404, 0.3873], [-0.6701, -0.4055, 0.0664], [-0.1572, -0.7628, 2.8988], [-0.6178, 1.0610, 3.2798], [-1.1000, -1.4506, -2.1599], [0.0875, -0.6814, -3.2340], [2.0720, 1.0145, 0.9744], [0.9394, 0.4446, 3.3167]],
  "mulliken_charge": [-0.54, -0.63, -0.61, -1.01, 0.30, 0.22, -0.43, 0.59, 0.28, 0.29, 0.34, 0.36, 0.56, 0.28],
  "lumo_energy_ev": -1.01,
  "charge": 0,
  "homo_ev": -9.09
}


1 ends up most stable, edging out the next structure by 2.345 eV.